Molecular formula: C4H12N3
Method: DFT, ωB97M-V/def2-TZVPD

Results
DFT total energy: -8806.390 eV
Molar mass: 102.16 g mol⁻¹
2S+1: 1
Relative energy (zero: lowest compared OMol25 entry of this formula, charge and spin): 129.7 kJ/mol
Charge: +1
HOMO-LUMO gap: 0.3132 Eh

```
19
Properties=species:S:1:pos:R:3:mulliken_charge:R:1
N 1.362 0.816 2.451 -0.392
C 0.564 -0.059 1.776 -0.318
C 0.601 -0.322 0.466 0.376
N 1.323 0.466 -0.502 -0.587
C -0.406 -1.227 -0.181 -0.925
C -1.581 -0.425 -0.773 -0.630
N -1.038 0.450 -1.855 -0.234
H 1.426 0.776 3.448 0.205
H 1.894 1.546 2.021 0.136
H -0.164 -0.573 2.359 0.349
H 2.180 0.021 -0.825 0.226
H 1.597 1.390 -0.188 0.209
H -0.729 -2.075 0.415 0.431
H 0.073 -1.625 -1.081 0.330
H -2.064 0.192 -0.015 0.344
H -2.346 -1.106 -1.143 0.380
H -0.949 -0.096 -2.716 0.366
H -1.702 1.173 -2.133 0.345
H -0.041 0.677 -1.524 0.390
```